# 1
C30H55N6O7PS3Si2 as an isolated structure at a distorted geometry. Source: the OMol25 dataset; level of theory: the ωB97M-V functional and the def2-TZVPD basis.

For the strongest force on any atom, the calculation gives 2.5 eV/A. As for the frontier orbital gap: 3.877 eV. The spin multiplicity is 1. For the HOMO energy, the calculation gives -5.41 eV. The calculation puts the LUMO energy at -1.5 eV.

Positions of all 104 atoms, in Å:
1 C 2.071 2.940 1.454
2 S 2.217 2.242 3.079
3 O 1.168 2.782 3.891
4 O 3.538 2.566 3.525
5 N 2.118 0.568 3.063
6 C 2.593 -0.135 1.866
7 C 1.474 -0.892 1.130
8 N 0.226 -0.076 1.285
9 C -0.727 -0.436 0.177
10 C -0.313 0.276 -1.112
11 C 0.305 -0.681 -2.141
12 N 1.721 -0.332 -2.316
13 C 1.895 0.716 -3.328
14 C 3.337 0.999 -3.683
15 C 3.594 1.378 -5.007
16 C 4.883 1.621 -5.462
17 C 5.949 1.495 -4.586
18 C 5.732 1.155 -3.256
19 C 4.432 0.914 -2.823
20 O 4.270 0.592 -1.461
21 C -0.304 -0.145 2.671
22 C -1.138 -1.400 2.946
23 C -1.872 -1.389 4.269
24 O -1.656 -2.161 5.143
25 P -1.419 1.360 2.725
26 O -0.926 2.338 1.759
27 O -1.521 1.956 4.189
28 O -2.879 0.854 2.315
29 C 0.919 -0.010 3.672
30 C 1.361 -1.327 4.328
31 C 2.365 -1.002 5.454
32 C 2.418 -2.174 6.431
33 S 3.179 -1.766 8.022
34 C 4.637 -0.889 7.447
35 S 5.914 -1.712 6.899
36 N 4.570 0.492 7.500
37 C 3.539 1.269 8.037
38 C 3.952 2.547 7.854
39 N 5.171 2.609 7.225
40 C 5.519 1.375 7.023
41 H 2.168 4.004 1.633
42 H 2.852 2.616 0.776
43 H 1.089 2.782 1.016
44 H 3.316 -0.891 2.164
45 H 3.111 0.506 1.162
46 H 1.725 -0.986 0.078
47 H 1.317 -1.846 1.616
48 H 0.531 0.878 1.072
49 H -0.645 -1.506 0.029
50 H -1.760 -0.211 0.419
51 H -1.212 0.716 -1.532
52 H 0.379 1.087 -0.894
53 H 0.287 -1.708 -1.786
54 H -0.272 -0.646 -3.068
55 H 2.233 -1.160 -2.594
56 H 1.393 1.616 -2.977
57 H 1.422 0.358 -4.243
58 H 2.748 1.470 -5.671
59 H 5.036 1.897 -6.492
60 H 6.962 1.660 -4.921
61 H 6.557 1.085 -2.568
62 H 4.299 1.436 -1.003
63 H -1.922 -1.541 2.203
64 H -0.541 -2.307 2.942
65 H -2.699 -0.671 4.394
66 H -2.039 1.440 4.821
67 H -3.553 1.108 2.958
68 H 0.591 0.601 4.504
69 H 1.878 -1.991 3.637
70 H 0.543 -1.863 4.791
71 H 3.352 -0.800 5.053
72 H 2.001 -0.135 6.005
73 H 2.960 -2.992 5.958
74 H 1.426 -2.538 6.678
75 H 2.640 0.905 8.481
76 H 3.394 3.407 8.177
77 H 6.411 1.019 6.546
78 C -2.528 0.916 -4.882
79 Si -4.139 -0.046 -4.571
80 C -5.380 1.208 -3.875
81 C -3.724 -1.281 -3.172
82 N -4.618 -0.773 -5.986
83 Si -5.972 -1.743 -6.195
84 C -7.614 -0.857 -5.851
85 C -5.958 -3.322 -5.139
86 C -6.042 -2.311 -7.997
87 H -2.170 1.409 -3.965
88 H -1.746 0.239 -5.239
89 H -2.689 1.687 -5.638
90 H -4.929 1.818 -3.079
91 H -6.253 0.713 -3.445
92 H -5.715 1.882 -4.664
93 H -3.080 -2.077 -3.551
94 H -4.625 -1.731 -2.752
95 H -3.195 -0.778 -2.344
96 H -7.765 -0.684 -4.783
97 H -8.464 -1.453 -6.206
98 H -7.640 0.106 -6.365
99 H -4.994 -3.828 -5.226
100 H -6.737 -4.021 -5.466
101 H -6.143 -3.105 -4.084
102 H -5.148 -2.884 -8.252
103 H -6.107 -1.451 -8.666
104 H -6.917 -2.948 -8.177

Atomic forces in eV per Å
C -0.3 -0.4 -0.4
S 1.5 1.6 1.2
O -0.7 -0.8 -0.2
O 0.3 -0.5 -0.6
N -1.4 0.8 -0.9
C 0.3 -0.9 0.1
C 0.5 0.7 0.9
N 0.3 -1.1 -1.1
C -0.1 0.1 -0.5
C -0.7 -0.5 -0.2
C 0.7 0.4 0.0
N -0.2 -0.2 0.2
C 0.4 -0.7 0.3
C 0.2 0.1 -0.2
C 0.3 -0.1 0.3
C -0.4 -0.1 0.2
C 0.1 0.0 0.2
C -0.5 0.1 -0.7
C 0.1 0.0 0.4
O -0.1 0.2 -0.3
C -0.4 0.6 0.9
C 0.1 -0.4 -0.3
C -0.2 0.4 -0.4
O 0.2 -0.7 0.8
P -0.1 1.2 -0.6
O 0.4 -0.2 -0.2
O -0.2 -0.7 0.0
O 0.2 -0.4 0.7
C -0.1 -1.0 0.0
C 0.9 0.3 0.4
C -0.9 -0.4 0.3
C 0.7 0.0 -0.6
S -0.2 0.2 0.4
C 0.0 -0.2 -0.2
S 0.2 0.0 -0.1
N -0.6 -0.5 0.3
C 0.5 0.7 -0.3
C -0.7 -0.3 0.4
N 0.4 -0.2 -0.2
C -0.1 0.5 0.1
H 0.1 0.2 0.2
H 0.2 -0.1 0.1
H -0.1 0.0 0.1
H 0.3 0.0 0.0
H 0.0 0.3 0.1
H -0.1 0.0 -0.2
H -0.3 -0.3 -0.3
H -0.5 0.3 0.4
H -0.1 -0.2 0.2
H 0.0 0.2 0.4
H -0.1 0.2 0.0
H 0.1 0.1 -0.1
H -0.2 -0.1 0.1
H 0.0 0.0 -0.1
H 0.1 0.1 -0.2
H -0.1 0.1 -0.1
H -0.3 0.4 -0.2
H 0.0 0.0 -0.2
H 0.1 0.0 -0.1
H 0.1 0.1 -0.1
H 0.1 -0.1 0.2
H 0.1 0.0 0.2
H 0.0 0.2 -0.2
H 0.2 0.0 0.0
H -0.1 0.2 -0.1
H 0.1 0.1 0.2
H -0.3 0.0 -0.2
H 0.1 0.5 -0.1
H -0.2 -0.2 -0.2
H -0.2 0.0 -0.2
H 0.1 0.2 0.0
H 0.1 0.3 -0.1
H 0.1 -0.2 0.2
H -0.2 0.0 0.2
H 0.0 -0.4 0.1
H 0.2 0.3 -0.1
H 0.1 0.0 -0.1
C 0.1 0.0 0.5
Si -0.1 -0.3 -1.2
C 0.3 0.1 0.5
C 0.2 0.4 0.5
N -0.3 -0.2 0.6
Si 0.9 0.5 -0.3
C -0.2 -0.3 0.0
C -0.4 -0.1 -0.1
C -0.3 -0.2 0.1
H 0.1 0.0 -0.1
H 0.0 0.0 -0.1
H 0.0 0.0 0.0
H -0.1 0.0 0.0
H -0.1 0.0 -0.1
H 0.0 0.0 -0.1
H 0.0 0.0 -0.1
H 0.0 -0.1 0.0
H 0.0 0.0 0.0
H 0.0 0.1 0.0
H 0.0 0.0 0.0
H 0.0 0.0 0.0
H 0.0 0.0 0.0
H 0.0 0.0 0.0
H 0.1 0.0 0.0
H 0.0 0.0 0.0
H 0.1 0.0 0.0
H 0.0 0.0 -0.1

These are the Mulliken partial charges, in e, on atoms 1 to 99: -0.823, 1.520, -0.647, -0.701, 0.196, -1.742, -0.122, 0.881, -1.209, -0.396, -1.418, -0.046, -0.627, 0.205, -0.803, -0.818, -0.398, -0.382, 0.509, -0.431, 1.395, -0.708, -0.404, -0.447, 0.692, -0.747, -0.571, -0.456, -1.768, -1.480, -1.084, -0.592, -0.215, 0.362, -0.223, 0.156, -0.326, -0.540, -0.614, -0.068, 0.510, 0.193, 0.174, 0.364, 0.632, 0.562, 0.280, -0.497, 0.577, 0.657, 0.635, -0.132, 0.613, 0.454, 0.265, 0.348, 0.435, 0.433, 0.405, 0.372, 0.458, 0.253, 0.683, 0.378, 0.505, 0.450, 0.401, 1.394, 0.196, 0.809, 0.416, 0.455, 0.441, 0.413, 0.507, 0.417, 0.383, -0.952, -0.025, -1.058, -0.480, -0.102, 0.125, -1.048, -1.048, -1.022, 0.197, 0.162, 0.419, 0.343, 0.310, 0.260, 0.255, 0.409, -0.281, 0.300, 0.351, 0.259, 0.250

---

# 2
A 4-piece molecular cluster, C30H56Cl6FN3O4PS overall at a distorted geometry. Source: the OMol25 dataset; level of theory: the ωB97M-V functional and the def2-TZVPD basis.

For the strongest force on any atom, the calculation gives 3.5 eV/A. Its net charge is +1. As for the frontier orbital gap: 7.201 eV. The spin multiplicity is 1. For the HOMO energy, the calculation gives -11.09 eV. The calculation puts the LUMO energy at -3.9 eV.

Positions of all 102 atoms, in Å:
1 C 3.939 1.317 0.654
2 C 2.848 1.685 0.984
3 C 1.403 1.803 1.243
4 C 0.615 0.462 1.117
5 C 1.537 -0.706 1.546
6 N 2.106 -0.593 2.875
7 N 0.303 0.155 -0.321
8 C 1.302 0.067 -1.379
9 C 1.645 -1.434 -1.653
10 C 2.929 -1.640 -2.438
11 O 1.517 -1.843 -2.964
12 C -0.963 0.055 -0.567
13 C -1.596 0.281 -1.899
14 C -1.409 -0.808 -2.980
15 F -2.333 -0.509 -3.974
16 C -1.679 -0.276 0.755
17 C -3.175 0.176 0.665
18 C -4.088 -0.833 -0.089
19 C -5.291 -0.124 -0.737
20 C -5.959 -0.977 -1.841
21 C -5.519 -0.549 -3.269
22 N -1.738 -1.672 1.164
23 C -1.348 -2.738 0.266
24 C -2.143 -4.031 0.613
25 C -1.204 -5.255 0.630
26 C -0.814 0.579 1.766
27 C -1.316 2.042 1.965
28 C -1.537 2.879 0.674
29 C -1.166 4.352 0.983
30 O -1.021 5.069 -0.246
31 P -1.014 -0.086 3.494
32 O -2.609 -0.086 3.754
33 O -0.523 -1.587 3.746
34 S -0.198 1.037 4.853
35 H 4.882 0.877 0.421
36 H 1.296 2.115 2.288
37 H 1.024 2.566 0.560
38 H 0.945 -1.627 1.405
39 H 2.373 -0.820 0.846
40 H 1.873 0.259 3.363
41 H 1.972 -1.406 3.450
42 H 2.272 0.466 -1.092
43 H 0.994 0.483 -2.337
44 H 1.431 -2.158 -0.867
45 H 3.186 -0.970 -3.249
46 H 3.313 -2.649 -2.345
47 H -1.118 1.191 -2.291
48 H -2.656 0.521 -1.836
49 H -1.636 -1.820 -2.647
50 H -0.433 -0.708 -3.448
51 H -3.273 1.101 0.098
52 H -3.605 0.326 1.657
53 H -3.505 -1.334 -0.875
54 H -4.408 -1.630 0.588
55 H -6.019 0.078 0.052
56 H -4.928 0.803 -1.190
57 H -7.035 -0.806 -1.765
58 H -5.736 -2.039 -1.728
59 H -4.853 -1.315 -3.676
60 H -6.370 -0.517 -3.951
61 H -4.989 0.405 -3.275
62 H -2.501 -1.886 1.785
63 H -0.291 -3.036 0.347
64 H -1.542 -2.557 -0.797
65 H -2.867 -4.197 -0.189
66 H -2.616 -3.973 1.597
67 H -0.551 -5.140 1.503
68 H -1.777 -6.178 0.726
69 H -0.585 -5.285 -0.271
70 H -0.645 2.607 2.605
71 H -2.272 2.011 2.493
72 H -2.582 2.929 0.365
73 H -0.888 2.616 -0.165
74 H -0.213 4.422 1.507
75 H -1.968 4.836 1.551
76 H -1.836 4.940 -0.742
77 H -2.699 -0.193 4.716
78 H -0.209 -2.046 2.957
79 Cl 4.293 2.923 2.718
80 C 4.653 4.675 2.645
81 C 5.646 5.116 3.689
82 Cl 4.971 5.034 5.336
83 H 3.711 5.212 2.743
84 H 5.053 4.861 1.643
85 H 5.928 6.154 3.513
86 H 6.546 4.507 3.664
87 Cl -0.003 -6.029 -2.620
88 C 1.141 -7.277 -2.052
89 C 0.556 -8.663 -2.146
90 Cl -0.767 -8.908 -0.980
91 H 1.424 -7.034 -1.030
92 H 2.026 -7.205 -2.681
93 H 1.324 -9.400 -1.916
94 H 0.171 -8.866 -3.142
95 Cl 4.528 4.048 -2.569
96 C 4.904 5.788 -2.713
97 C 5.912 6.235 -1.685
98 Cl 5.234 6.197 -0.034
99 H 3.972 6.341 -2.625
100 H 5.305 5.946 -3.713
101 H 6.211 7.262 -1.885
102 H 6.801 5.610 -1.697

Atomic forces in eV per Å
C -0.4 -0.8 -0.8
C -0.7 -1.5 -1.4
C 0.8 0.1 0.0
C 1.3 -0.4 0.4
C -0.2 -0.6 0.6
N 0.1 0.1 -0.5
N -0.9 1.2 -0.8
C 1.1 -1.4 0.0
C 1.5 1.5 -0.7
C -3.1 -1.2 -1.1
O -0.6 -0.8 0.5
C -0.1 -1.3 1.0
C 0.7 0.0 -0.4
C -0.5 0.6 -0.4
F 0.0 0.0 0.1
C -2.5 1.5 0.6
C -0.4 -0.2 -0.5
C 0.6 0.2 -0.1
C 0.3 -1.1 0.1
C 0.0 1.0 -0.4
C 0.1 -0.9 0.2
N 1.9 0.1 -0.9
C -0.6 -1.5 0.4
C 0.8 -0.5 -0.7
C -0.1 0.6 0.4
C -0.4 -0.6 -0.1
C -0.5 0.1 -1.2
C 0.5 1.1 0.9
C -0.4 0.0 -0.9
O 0.1 -0.2 0.2
P 1.1 0.8 1.9
O 0.3 -0.7 -0.8
O -0.2 -0.1 -0.5
S 0.0 0.0 -0.3
H 0.1 0.4 0.1
H -0.2 0.2 -0.2
H -0.3 0.0 0.3
H 0.1 0.1 0.3
H -0.3 0.4 -0.3
H 0.0 -0.2 0.3
H -0.1 0.2 0.2
H -0.5 0.7 0.4
H -0.3 0.3 0.2
H -0.1 0.1 -0.1
H 1.4 0.6 1.0
H 0.9 0.4 0.0
H -0.1 -0.1 0.0
H 0.0 -0.3 0.4
H 0.3 0.0 0.1
H 0.1 -0.5 0.2
H 0.2 0.1 0.4
H 0.3 0.2 0.0
H -0.1 0.0 0.0
H -0.1 0.1 -0.1
H 0.1 0.4 -0.1
H -0.3 0.1 0.2
H 0.0 -0.4 0.1
H -0.2 0.1 0.3
H 0.1 0.3 -0.1
H 0.1 0.2 0.1
H -0.2 0.0 -0.1
H -0.3 0.1 -0.3
H 0.0 0.5 0.1
H 0.1 0.4 0.1
H -0.4 0.1 0.4
H -0.2 0.2 -0.2
H 0.1 -0.3 -0.1
H 0.2 0.0 -0.1
H -0.2 -0.1 0.2
H 0.1 -0.3 0.1
H 0.1 -0.1 0.1
H 0.1 -0.4 -0.2
H -0.2 -0.2 0.0
H -0.1 0.1 0.0
H 0.3 -0.2 0.4
H 0.0 0.2 -0.1
H -0.2 0.2 0.0
H -0.4 -0.1 -0.1
Cl 0.7 1.4 1.6
C 0.1 0.0 0.1
C 0.0 0.1 0.0
Cl 0.0 0.0 0.0
H 0.0 -0.1 0.1
H -0.1 -0.4 0.6
H -0.1 0.0 0.0
H 0.0 -0.1 0.0
Cl 0.1 0.0 -0.2
C 0.2 0.0 0.0
C 0.0 -0.1 0.0
Cl 0.0 0.0 0.0
H -0.1 0.0 0.0
H 0.0 0.0 -0.1
H 0.0 0.0 0.0
H -0.1 0.0 0.0
Cl 0.0 0.0 0.0
C 0.0 0.1 -0.1
C 0.1 0.1 -0.1
Cl 0.1 0.3 -0.5
H 0.0 -0.1 0.1
H 0.1 0.0 0.0
H -0.1 0.0 0.0
H -0.1 -0.1 0.1

These are the Mulliken partial charges, in e, on atoms 1 to 99: 0.509, -2.344, 0.017, 0.353, -2.058, -0.179, 0.461, -1.512, 1.155, -1.082, -0.571, 0.658, -1.568, -0.357, -0.389, 0.233, -1.562, -0.981, -0.713, -0.696, -1.013, 0.823, 0.576, -0.565, -1.182, 1.773, -2.479, -0.545, -0.968, -0.539, 0.609, -0.525, -0.764, -0.379, 0.461, 0.942, 0.014, 0.600, 0.134, 0.236, 0.407, 0.287, 0.877, 0.184, 0.440, 0.326, 0.855, 0.557, 0.200, 0.413, -0.144, 0.763, 0.404, 0.576, 0.502, 0.285, 0.419, 0.369, 0.190, 0.380, 0.256, 0.683, -0.047, -0.782, 0.358, 0.267, 0.288, 0.493, -0.007, 0.873, 0.784, 0.444, 0.421, 0.378, 0.420, 0.350, 0.470, 0.445, -0.217, -0.024, -0.486, -0.194, 0.488, -0.219, 0.323, 0.351, -0.172, -0.541, -0.415, -0.169, 0.340, 0.383, 0.311, 0.310, -0.153, -0.479, -0.479, -0.196, 0.312

---

The lowest strongest force on any atom belongs to which entry?
C30H55N6O7PS3Si2